No. 1
The following is a DFT calculation (the ωB97M-V functional and the def2-TZVPD basis) of a 8-piece molecular cluster, C34H56Cl28FNO2S overall.

Each line ends with the Mulliken charge.
Cartesian coordinates (Å):
1 C -0.5026 4.3617 -6.5057  -0.548
2 C -1.0552 3.7531 -7.8665  -0.436
3 C -0.8962 2.1881 -7.9071  -0.817
4 C -1.5330 1.4375 -6.6755  -0.482
5 C -3.0135 0.9654 -6.9328  -0.779
6 C -4.0681 2.1031 -6.5642  -0.168
7 C -5.0349 1.6432 -5.3962  -1.089
8 C -4.2880 1.6815 -4.0039  0.216
9 C -5.1845 1.0627 -2.8495  -0.268
10 C -4.2117 0.6020 -1.6868  -0.390
11 C -4.9326 0.6453 -0.2709  -0.565
12 C -4.4426 -0.5782 0.6036  -0.489
13 C -3.0508 -0.1734 1.2659  -0.384
14 C -1.8359 -1.0167 0.7028  -0.513
15 C -1.5037 -2.2086 1.6937  -0.185
16 C -1.8122 -3.5970 0.9537  -1.354
17 N -0.5106 -4.1448 0.5072  0.367
18 C 0.0031 -5.2560 1.3477  -1.095
19 C 1.5900 -5.1821 1.4361  -0.409
20 C 1.9826 -4.6598 2.8650  -0.827
21 C 3.4838 -4.9187 3.2609  0.024
22 C 3.6036 -4.9262 4.8421  -0.999
23 C 4.6501 -3.9080 5.4190  -0.776
24 C 6.1130 -4.0678 4.8432  -0.281
25 C 6.5005 -2.7486 4.0672  -0.713
26 C 7.9902 -2.2913 4.2482  -0.382
27 C 8.4300 -2.0256 5.7364  -0.393
28 C 7.3594 -1.3090 6.6366  -0.995
29 S -0.3847 -4.4559 -1.1514  1.132
30 O -0.0069 -5.8764 -1.4151  -0.633
31 O 0.7044 -3.5899 -1.6856  -0.622
32 F -1.7355 -4.0843 -1.9964  -0.203
33 H -1.3090 4.2057 -5.7389  -0.237
34 H -0.2660 5.4466 -6.5853  0.363
35 H 0.3886 3.7639 -6.1927  0.272
36 H -2.1292 4.0090 -8.0217  0.257
37 H -0.4596 4.2242 -8.6948  0.371
38 H 0.1921 1.9502 -7.9924  0.338
39 H -1.4483 1.8284 -8.8154  0.321
40 H -1.5218 2.0291 -5.7311  0.179
41 H -0.9059 0.5202 -6.5018  0.394
42 H -3.1674 0.6346 -7.9916  0.429
43 H -3.2267 0.1089 -6.2369  0.383
44 H -4.6655 2.4040 -7.4584  0.353
45 H -3.5033 2.9941 -6.1929  -0.010
46 H -5.3681 0.5978 -5.6128  0.340
47 H -5.9705 2.2633 -5.3629  0.353
48 H -4.0019 2.7392 -3.7746  -0.303
49 H -3.3578 1.0650 -4.0390  0.188
50 H -5.6569 0.1385 -3.2601  0.165
51 H -5.9452 1.7930 -2.4760  0.360
52 H -3.9078 -0.4658 -1.8421  0.187
53 H -3.3140 1.2672 -1.7112  0.352
54 H -4.7427 1.6187 0.2404  0.321
55 H -6.0350 0.5815 -0.4684  -0.006
56 H -4.3263 -1.5093 0.0029  0.089
57 H -5.1783 -0.6841 1.4411  0.292
58 H -2.8032 0.9136 1.0878  0.123
59 H -3.0756 -0.3113 2.3718  0.391
60 H -0.9170 -0.3776 0.6357  0.346
61 H -2.0593 -1.3685 -0.3403  0.241
62 H -2.0027 -2.1365 2.6847  0.497
63 H -0.3920 -2.1851 1.8492  -0.013
64 H -2.5748 -3.4443 0.1620  0.698
65 H -2.2953 -4.2484 1.7329  0.304
66 H -0.3763 -6.2585 1.0447  0.390
67 H -0.3884 -5.0758 2.3844  0.572
68 H 1.9949 -6.1907 1.1942  0.329
69 H 1.9252 -4.4453 0.6600  0.301
70 H 1.3592 -5.2402 3.5990  0.360
71 H 1.7088 -3.5824 3.0267  0.183
72 H 3.7612 -5.9503 2.9179  0.283
73 H 4.1988 -4.2172 2.7680  0.057
74 H 3.7411 -5.9763 5.2102  0.317
75 H 2.5941 -4.6160 5.2333  0.408
76 H 4.2197 -2.8862 5.3119  0.378
77 H 4.7098 -4.1014 6.5263  0.339
78 H 6.8221 -4.1511 5.7114  0.299
79 H 6.2431 -4.9949 4.2333  0.283
80 H 5.8568 -1.8797 4.3697  0.256
81 H 6.2832 -2.9354 2.9787  0.385
82 H 8.6419 -3.1258 3.8706  -0.106
83 H 8.1806 -1.3914 3.6184  0.382
84 H 8.7752 -2.9683 6.2180  0.279
85 H 9.3206 -1.3413 5.6861  0.375
86 H 6.3098 -1.6452 6.4786  0.187
87 H 7.6083 -1.5714 7.7028  0.299
88 H 7.3943 -0.1930 6.5927  0.289
89 Cl 1.1692 3.6734 3.2123  0.076
90 C 0.1442 2.2519 2.9527  0.231
91 Cl 1.1025 0.7741 3.1706  -0.097
92 Cl -1.1921 2.2667 4.1191  -0.128
93 Cl -0.5107 2.2877 1.3056  -0.093
94 Cl -0.3336 6.6180 4.0583  -0.082
95 C 0.5124 7.7098 2.9492  0.308
96 Cl -0.3536 7.7641 1.4042  -0.034
97 Cl 0.5718 9.3335 3.6576  -0.097
98 Cl 2.1667 7.1232 2.6720  -0.076
99 Cl 4.1937 4.2129 6.8799  -0.099
100 C 4.6069 3.8559 5.1933  0.237
101 Cl 3.9810 2.2565 4.7587  -0.037
102 Cl 3.8882 5.0903 4.1373  -0.035
103 Cl 6.3697 3.8697 5.0012  -0.108
104 Cl -2.6774 6.9268 -1.3799  -0.052
105 C -3.7278 6.1695 -2.5921  0.200
106 Cl -4.3863 4.6550 -1.9454  -0.053
107 Cl -5.0590 7.2694 -2.9930  -0.010
108 Cl -2.7871 5.8228 -4.0549  -0.108
109 Cl -7.6473 8.5656 -3.9181  -0.116
110 C -7.6526 8.5160 -5.6913  0.353
111 Cl -9.2994 8.7960 -6.2845  -0.102
112 Cl -6.5745 9.7752 -6.3193  -0.091
113 Cl -7.0880 6.9270 -6.2380  -0.063
114 Cl 11.8441 -6.8737 4.1358  -0.104
115 C 10.9435 -5.5772 3.3287  0.330
116 Cl 11.5599 -4.0046 3.8683  -0.094
117 Cl 11.1449 -5.7209 1.5734  -0.097
118 Cl 9.2234 -5.7086 3.7387  -0.047
119 Cl -9.3804 -2.6008 -2.5794  -0.098
120 C -8.2958 -1.9358 -1.3451  0.300
121 Cl -8.4802 -0.1735 -1.2841  -0.090
122 Cl -8.7031 -2.6277 0.2356  -0.100
123 Cl -6.6182 -2.3413 -1.7531  -0.054

The value obtained for the orbital gap is 9.927 eV. The value obtained for the largest force on an atom is 7.11 eV/Å. The value obtained for the electronic energy is -14917.5217 Ha. As for the SMILES: CCCCCCCCCCCCCCCCN(CCCCCCCCCCC)S(=O)(=O)F.ClC(Cl)(Cl)Cl.ClC(Cl)(Cl)Cl.ClC(Cl)(Cl)Cl.ClC(Cl)(Cl)Cl.ClC(Cl)(Cl)Cl.ClC(Cl)(Cl)Cl.ClC(Cl)(Cl)Cl.

=====

No. 2
The following is a DFT calculation (the ωB97M-V functional and the def2-TZVPD basis) of a 3-piece molecular cluster, C34H56ClF9O7P2Si overall.

Each line ends with the Mulliken charge.
Cartesian coordinates (Å):
1 C 7.4218 -0.2860 -1.9105  -1.321
2 C 7.0634 -1.7694 -1.9299  -0.334
3 C 5.5581 -2.0009 -1.9440  -0.686
4 C 5.1517 -3.4833 -1.9019  -0.771
5 C 4.0903 -3.8144 -0.8468  -0.442
6 C 3.2922 -5.0691 -1.1947  0.065
7 C 2.4633 -5.6442 -0.0336  -1.435
8 C 0.9414 -5.8427 -0.2631  -0.214
9 C 0.5080 -6.1604 -1.6962  -1.542
10 C 0.0089 -5.0205 -2.5837  -1.493
11 P -1.8036 -4.3568 -2.2501  2.100
12 F -1.8546 -5.3016 -0.8658  -0.726
13 C -1.5080 -3.0536 -3.6934  -1.475
14 C -2.5230 -2.3624 -4.6100  0.690
15 C -2.1560 -0.8903 -4.8872  -1.011
16 Cl -2.6317 -3.1306 -6.2569  -0.225
17 C -2.4526 -5.8011 -3.3991  0.260
18 O -2.3778 -5.5512 -4.6182  -0.644
19 O -2.7622 -6.8657 -2.8461  -0.719
20 P -1.1490 -2.5881 -0.8014  0.673
21 C 0.6786 -2.3516 -0.9264  -1.303
22 O -1.2357 -3.1433 0.8057  -0.728
23 C -3.7545 -3.7956 -1.8136  -0.008
24 F -4.2219 -4.7325 -0.8787  -0.383
25 F -4.5855 -3.9884 -2.9045  -0.365
26 C -4.2145 -2.5031 -1.1293  -1.783
27 C -4.0218 -1.1506 -1.8158  1.712
28 Si -4.1864 0.3169 -0.6645  0.201
29 C -5.1605 1.6630 -1.5421  -1.184
30 C -5.0673 -0.1275 0.9276  -1.387
31 C -2.4787 0.9938 -0.2720  0.905
32 C -1.6750 1.3967 -1.3258  -0.229
33 C -0.3912 1.8619 -1.1134  -0.717
34 C 0.1118 1.9422 0.1720  -0.570
35 C -0.6732 1.5607 1.2331  -0.759
36 C -1.9553 1.0934 1.0119  -0.397
37 H 8.4924 -0.1285 -1.7741  0.363
38 H 7.1208 0.2016 -2.8375  0.322
39 H 6.9145 0.2197 -1.0873  0.339
40 H 7.5224 -2.2258 -2.8106  0.282
41 H 7.4817 -2.2486 -1.0415  0.348
42 H 5.1460 -1.5016 -1.0618  0.353
43 H 5.1188 -1.5018 -2.8096  0.307
44 H 4.7742 -3.7839 -2.8822  0.405
45 H 6.0502 -4.0840 -1.7332  0.392
46 H 3.4234 -2.9561 -0.7698  0.107
47 H 4.5926 -3.9617 0.1133  0.216
48 H 2.6741 -4.8666 -2.0664  0.088
49 H 4.0256 -5.8170 -1.5176  0.468
50 H 2.8950 -6.5956 0.2846  0.449
51 H 2.5860 -4.9738 0.8247  0.340
52 H 0.6472 -6.6918 0.3607  0.287
53 H 0.3802 -5.0056 0.1425  0.290
54 H -0.2495 -6.9424 -1.6992  0.562
55 H 1.3800 -6.6150 -2.1950  0.650
56 H -0.0996 -5.4724 -3.5757  0.562
57 H 0.7630 -4.2445 -2.7472  0.471
58 H -0.7795 -3.5292 -4.3487  0.779
59 H -0.9493 -2.2305 -3.2222  -0.017
60 H -3.5412 -2.3874 -4.2511  -0.050
61 H -1.0770 -0.7435 -4.8221  0.246
62 H -2.6500 -0.2290 -4.1786  0.050
63 H -2.4702 -0.5897 -5.8852  0.487
64 H 0.9806 -2.3206 -1.9732  0.431
65 H 1.2782 -3.1183 -0.4341  0.166
66 H 0.9356 -1.3812 -0.4904  0.542
67 H -0.4574 -2.8481 1.2854  0.304
68 H -3.8591 -2.5064 -0.1005  0.085
69 H -5.3029 -2.6326 -1.0263  0.565
70 H -3.0153 -1.0838 -2.2176  -1.518
71 H -4.7251 -1.0429 -2.6457  0.740
72 H -5.1751 2.6035 -0.9898  0.283
73 H -4.7272 1.8544 -2.5256  0.319
74 H -6.1907 1.3390 -1.7003  0.341
75 H -6.0462 -0.5605 0.7199  0.372
76 H -5.2238 0.7528 1.5559  0.321
77 H -4.4929 -0.8612 1.4938  0.347
78 H -2.0390 1.3277 -2.3443  0.180
79 H 0.2199 2.1371 -1.9623  0.411
80 H 1.1238 2.2871 0.3367  0.449
81 H -0.2746 1.6079 2.2385  0.447
82 H -2.5578 0.7687 1.8509  0.335
83 C -1.1170 6.5799 3.3119  -0.831
84 C -0.4292 6.8276 1.9890  -0.255
85 O -0.9830 6.0054 0.9466  -0.300
86 C -2.1346 6.3920 0.4290  0.258
87 O -2.7521 7.3834 0.6875  -0.563
88 C -2.5852 5.3490 -0.6190  0.996
89 F -2.5104 4.1328 -0.1068  -0.132
90 F -1.7885 5.4305 -1.6934  -0.274
91 F -3.8341 5.5949 -1.0033  -0.268
92 H -1.0671 5.5210 3.5664  0.287
93 H -0.6237 7.1523 4.0977  0.102
94 H -2.1658 6.8715 3.2745  0.361
95 H 0.6167 6.5345 2.0380  0.314
96 H -0.4798 7.8749 1.6909  0.323
97 C 3.4839 5.3781 8.1683  -1.081
98 C 2.0018 5.5779 8.3886  -0.225
99 O 1.6098 6.9567 8.1913  -0.327
100 C 1.5038 7.3506 6.9347  0.342
101 O 1.6815 6.7015 5.9500  -0.498
102 C 1.0563 8.8292 6.8926  0.932
103 F 1.8101 9.5831 7.6988  -0.259
104 F -0.2161 8.9280 7.2939  -0.262
105 F 1.1500 9.3028 5.6582  -0.230
106 H 4.0579 6.0388 8.8187  0.298
107 H 3.7501 4.3463 8.3941  0.366
108 H 3.7613 5.5850 7.1364  0.321
109 H 1.7265 5.3667 9.4188  0.310
110 H 1.4045 4.9442 7.7347  0.326

The value obtained for the orbital gap is 2.297 eV. As for the total charge: -2. The value obtained for the largest force on an atom is 1.03 eV/Å. The value obtained for the electronic energy is -4187.0497 Ha.